No. 1
Formula: C37H74N3O7
Source: the Open Molecules 2025 dataset
Level of theory: ωB97M-V with the def2-TZVPD basis set

Values from the calculation:
- Gap between HOMO and LUMO: 6.72 eV
- Total charge: +1
- Calculated total energy: -2144.67924 a.u.
- LUMO energy: -3.54 eV
- Strongest force on any atom: 1.942 eV/Å

Geometry (Å):
C1 9.311 -3.540 -1.763
C2 9.498 -2.747 -0.680
N1 8.883 -1.445 -0.562
C3 7.606 -1.337 -0.281
N2 6.791 -2.461 -0.047
C4 5.420 -1.807 -0.105
C5 5.722 -0.531 0.649
C6 4.567 0.454 0.761
C7 3.387 -0.245 1.468
C8 2.562 0.731 2.336
C9 1.146 0.947 1.733
C10 0.036 0.162 2.459
C11 -0.300 -1.169 1.757
C12 -1.682 -1.191 1.102
O1 -1.533 -1.245 -0.312
C13 -2.785 -1.035 -0.968
N3 6.928 -0.172 -0.160
H1 8.857 -4.517 -1.616
H2 9.597 -3.287 -2.780
H3 10.117 -3.038 0.163
H4 9.404 -0.582 -0.681
H5 6.985 -2.649 0.942
H6 4.690 -2.474 0.332
H7 5.329 -1.605 -1.168
H8 6.048 -0.682 1.683
H9 4.252 0.840 -0.210
H10 4.883 1.308 1.361
H11 3.848 -0.999 2.117
H12 2.775 -0.789 0.752
H13 3.041 1.704 2.325
H14 2.513 0.373 3.360
H15 1.185 0.634 0.689
H16 0.933 2.015 1.706
H17 0.315 0.005 3.499
H18 -0.846 0.802 2.469
H19 -0.280 -1.975 2.490
H20 0.417 -1.399 0.971
H21 -2.242 -2.079 1.414
H22 -2.267 -0.304 1.360
H23 -3.590 -1.288 -0.284
H24 -2.867 -1.706 -1.822
H25 -2.862 0.004 -1.277
H26 7.494 0.617 0.129
C14 -0.277 0.551 7.890
C15 -1.567 1.342 7.698
C16 -1.837 1.134 6.214
O2 -1.310 -0.152 5.881
C17 -0.498 -0.631 6.956
H27 -0.095 0.248 8.920
H28 0.578 1.143 7.553
H29 -2.369 0.899 8.292
H30 -1.484 2.393 7.969
H31 -1.321 1.887 5.607
H32 -2.899 1.162 5.968
H33 -1.036 -1.440 7.461
H34 0.433 -1.034 6.553
C18 -7.425 0.883 -1.052
C19 -6.861 2.106 -0.333
C20 -5.749 1.489 0.503
O3 -5.266 0.361 -0.231
C21 -6.168 0.069 -1.310
H35 -7.967 1.118 -1.965
H36 -8.098 0.337 -0.386
H37 -6.442 2.805 -1.060
H38 -7.595 2.641 0.269
H39 -6.128 1.136 1.469
H40 -4.924 2.179 0.687
H41 -5.691 0.365 -2.250
H42 -6.359 -1.003 -1.345
C22 -9.614 -2.476 -4.687
C23 -9.066 -1.577 -5.790
C24 -8.251 -0.572 -4.993
O4 -7.769 -1.265 -3.833
C25 -8.444 -2.520 -3.713
H43 -9.914 -3.464 -5.032
H44 -10.478 -2.001 -4.216
H45 -8.413 -2.153 -6.450
H46 -9.835 -1.104 -6.397
H47 -8.874 0.264 -4.662
H48 -7.403 -0.175 -5.553
H49 -7.740 -3.318 -3.973
H50 -8.759 -2.662 -2.677
C26 4.767 3.709 6.247
C27 3.468 4.475 6.019
C28 3.240 4.265 4.529
O5 3.803 2.985 4.210
C29 4.593 2.523 5.309
H51 4.926 3.409 7.281
H52 5.619 4.316 5.934
H53 2.659 4.017 6.592
H54 3.524 5.527 6.293
H55 3.757 5.026 3.936
H56 2.185 4.271 4.256
H57 4.055 1.704 5.801
H58 5.542 2.136 4.933
C30 -13.265 1.829 -6.599
C31 -12.696 3.049 -5.880
C32 -11.581 2.427 -5.052
O6 -11.104 1.301 -5.794
C33 -12.008 1.014 -6.866
H59 -13.813 2.070 -7.508
H60 -13.935 1.282 -5.932
H61 -12.280 3.750 -6.607
H62 -13.426 3.582 -5.273
H63 -11.954 2.071 -4.086
H64 -10.754 3.114 -4.870
H65 -11.534 1.313 -7.807
H66 -12.198 -0.060 -6.900
C34 12.754 -3.265 -3.401
C35 13.196 -1.962 -2.740
C36 14.655 -2.260 -2.416
O7 15.113 -3.161 -3.423
C37 14.006 -3.660 -4.173
H67 11.878 -3.160 -4.042
H68 12.532 -4.014 -2.636
H69 13.129 -1.140 -3.456
H70 12.613 -1.693 -1.858
H71 14.752 -2.752 -1.441
H72 15.281 -1.368 -2.417
H73 14.022 -3.194 -5.164
H74 14.108 -4.737 -4.297



No. 2
Formula: C37H77F3FeN7O15S3
Source: the Open Molecules 2025 dataset
Level of theory: ωB97M-V with the def2-TZVPD basis set

Values from the calculation:
- Gap between HOMO and LUMO: 5.24 eV
- Spin multiplicity: 6
- Calculated total energy: -5725.50411 a.u.
- LUMO energy: -1.21 eV
- Strongest force on any atom: 9.837 eV/Å

Geometry (Å):
Fe1 -25.024 -3.571 30.946
C1 -34.429 -3.392 36.859
O1 -33.445 -2.509 36.334
C2 -33.743 -1.202 36.483
C3 -32.476 -0.341 36.028
N1 -32.052 -0.735 34.605
H1 -31.185 -0.236 34.467
H2 -31.691 -1.674 34.513
C4 -33.064 -0.470 33.480
C5 -32.536 -0.416 32.048
O2 -31.633 -1.501 31.838
C6 -31.507 -1.836 30.503
H3 -34.113 -3.793 37.822
H4 -34.648 -4.191 36.151
H5 -35.386 -2.922 37.088
H6 -33.869 -1.050 37.555
H7 -34.684 -1.039 35.958
H8 -31.664 -0.573 36.717
H9 -32.595 0.736 36.146
H10 -33.498 0.518 33.635
H11 -33.875 -1.187 33.606
H12 -31.942 0.488 31.907
H13 -33.441 -0.473 31.444
H14 -31.219 -0.926 29.977
H15 -32.445 -2.229 30.110
H16 -30.733 -2.573 30.287
C7 -28.856 -0.070 32.234
O3 -28.485 0.989 31.302
C8 -27.274 0.693 30.553
C9 -27.472 1.016 29.092
N2 -28.847 0.467 28.582
H17 -28.842 -0.507 28.847
H18 -29.603 1.016 28.968
C10 -29.045 0.445 27.072
C11 -30.342 -0.304 26.795
O4 -30.277 -1.616 27.363
C12 -31.347 -2.423 26.978
H19 -28.202 -0.066 33.106
H20 -28.760 -0.989 31.657
H21 -29.840 0.153 32.645
H22 -27.047 -0.372 30.501
H23 -26.386 1.261 30.828
H24 -26.746 0.609 28.388
H25 -27.547 2.086 28.899
H26 -28.200 -0.103 26.655
H27 -28.933 1.457 26.684
H28 -30.502 -0.374 25.719
H29 -31.108 0.350 27.210
H30 -31.261 -2.682 25.923
H31 -32.371 -2.065 27.083
H32 -31.214 -3.352 27.533
S1 -23.088 -2.674 29.295
O5 -21.878 -2.125 29.805
O6 -23.021 -2.826 27.853
O7 -23.412 -3.912 30.043
O8 -24.312 -2.184 29.844
S2 -25.389 -1.947 32.988
O9 -24.274 -2.760 32.522
O10 -25.181 -0.546 32.811
O11 -26.267 -2.505 31.942
O12 -25.760 -2.310 34.343
C13 -28.504 -4.564 27.916
F1 -27.868 -5.710 27.831
F2 -29.050 -4.184 26.743
F3 -29.484 -4.781 28.849
S3 -27.227 -3.210 28.500
O13 -26.295 -3.825 29.447
O14 -26.607 -2.674 27.281
O15 -28.107 -2.230 29.119
C14 -27.817 -5.280 32.330
C15 -26.332 -5.706 32.650
N3 -25.322 -5.513 31.634
C16 -25.547 -6.589 30.665
C17 -24.645 -6.661 29.469
C18 -23.949 -5.677 32.264
C19 -23.700 -7.049 32.999
H33 -28.298 -6.039 31.714
H34 -27.971 -4.284 31.914
H35 -28.242 -5.364 33.330
H36 -26.044 -5.038 33.463
H37 -26.196 -6.674 33.133
H38 -25.484 -7.498 31.263
H39 -26.578 -6.594 30.311
H40 -24.764 -5.801 28.811
H41 -23.596 -6.715 29.759
H42 -24.849 -7.551 28.875
H43 -23.900 -4.924 33.051
H44 -23.123 -5.486 31.580
H45 -24.446 -7.538 33.626
H46 -22.812 -6.924 33.619
H47 -23.270 -7.769 32.303
C20 -32.753 -9.525 30.034
C21 -32.228 -9.111 28.665
N4 -30.981 -8.332 28.704
C22 -29.837 -9.246 28.887
C23 -28.658 -8.476 29.544
C24 -30.750 -7.540 27.459
C25 -31.633 -6.291 27.456
H48 -33.701 -10.052 29.924
H49 -32.975 -8.679 30.684
H50 -32.190 -10.343 30.481
H51 -32.011 -9.912 27.958
H52 -32.914 -8.437 28.151
H53 -29.498 -9.654 27.934
H54 -30.080 -10.084 29.540
H55 -28.968 -8.029 30.489
H56 -28.429 -7.597 28.942
H57 -27.772 -9.092 29.697
H58 -29.716 -7.259 27.256
H59 -31.063 -8.178 26.633
H60 -31.475 -5.787 26.503
H61 -32.716 -6.407 27.428
H62 -31.547 -5.635 28.323
N5 -24.152 -2.094 25.042
C26 -24.299 -0.727 24.833
C27 -23.582 -0.349 23.652
C28 -23.114 -1.519 23.037
C29 -23.435 -2.611 23.961
H63 -24.594 -2.674 25.740
H64 -24.965 -0.225 25.519
H65 -23.450 0.648 23.257
H66 -22.559 -1.548 22.111
H67 -23.259 -3.673 23.884
N6 -27.315 -10.731 24.925
C30 -26.642 -9.825 25.698
C31 -27.469 -8.738 25.906
C32 -28.608 -8.939 25.098
C33 -28.490 -10.193 24.502
H68 -26.914 -11.610 24.631
H69 -25.616 -9.937 26.017
H70 -27.184 -7.899 26.523
H71 -29.409 -8.216 25.054
H72 -29.155 -10.731 23.843
N7 -24.211 -4.905 26.396
C34 -23.305 -5.940 26.238
C35 -23.867 -6.839 25.391
C36 -25.211 -6.406 25.086
C37 -25.384 -5.151 25.679
H73 -24.009 -4.008 26.813
H74 -22.321 -5.977 26.683
H75 -23.380 -7.688 24.934
H76 -25.912 -6.994 24.513
H77 -26.168 -4.409 25.695